{
  "formula": "C15H21N4S5SbSe4V",
  "method": "ωB97M-V/def2-TZVPD",
  "species": ["V", "C", "C", "N", "C", "C", "C", "C", "C", "C", "C", "N", "C", "C", "N", "N", "H", "H", "H", "H", "H", "H", "H", "H", "H", "H", "H", "H", "H", "H", "H", "H", "H", "H", "Se", "Sb", "Se", "Se", "Se", "C", "S", "C", "C", "S", "S", "C", "S", "S", "H", "H", "H"],
  "coordinates": [[0.1620, -1.0524, 0.9102], [-2.8591, -1.5732, 0.6674], [-2.6989, -0.1637, 0.1714], [-1.3295, 0.0073, -0.3350], [-0.9503, 1.4244, -0.3898], [-0.5471, 1.8675, 0.9749], [-0.6244, 3.1804, 1.4201], [-0.2341, 3.4567, 2.7180], [0.2137, 2.4321, 3.5431], [0.2915, 1.1533, 3.0241], [0.8423, -0.0223, 3.7930], [0.3691, -1.2994, 3.2462], [-0.8610, -1.8412, 3.8444], [-2.0657, -1.4341, 3.0045], [-1.7971, -1.8674, 1.6362], [-0.0777, 0.8984, 1.7683], [-2.7369, -2.2761, -0.1605], [-3.8554, -1.7375, 1.0917], [-2.8403, 0.5416, 0.9948], [-3.4394, 0.0805, -0.5962], [-1.2711, -0.3400, -1.2917], [-1.7566, 2.0416, -0.7956], [-0.1031, 1.5509, -1.0684], [-0.9770, 3.9549, 0.7529], [-0.2879, 4.4704, 3.0940], [0.5083, 2.6228, 4.5665], [0.6094, 0.0757, 4.8582], [1.9272, -0.0005, 3.6706], [1.1170, -1.9776, 3.3122], [-0.9787, -1.5195, 4.8840], [-0.7829, -2.9297, 3.8242], [-2.1968, -0.3484, 3.0253], [-2.9783, -1.8960, 3.3974], [-1.6963, -2.9024, 1.6599], [2.0540, -5.0439, -1.0404], [0.5405, -3.7619, 0.2284], [1.7752, -0.6308, -0.8805], [2.7177, -1.2949, 1.1354], [-0.9378, -5.1194, 1.6052], [0.5812, -0.3754, -4.3769], [-0.9722, 0.2350, -3.6741], [-1.2084, 1.7428, -4.5284], [-0.8047, 2.9978, -4.1702], [0.1254, 3.5824, -2.8763], [-1.3212, 4.2300, -5.3291], [-2.1569, 3.2428, -6.4742], [-2.8808, 3.8189, -7.8411], [-2.1254, 1.5898, -6.0227], [0.4907, -0.4608, -5.4578], [0.7725, -1.3560, -3.9424], [1.3941, 0.2974, -4.1124]],
  "charge": -1,
  "e_homo_ev": [-4.424, -4.426],
  "multiplicity": 3
}